[1]
C2H2F3O2P as an isolated structure. Source: OMol25; level of theory: ωB97M-V/def2-TZVPD.

Values from the calculation:
Net charge ... 0
Molecular weight ... 146.0 g mol⁻¹
Energy ... -23644.601 eV
HOMO-LUMO gap ... 0.3821 Eh
E_LUMO ... -0.34 eV
HOMO level ... -10.74 eV

Positions of all 10 atoms, in Å:
1 C 0.76 -1.21 -0.02
2 C 1.08 0.30 -0.06
3 O 1.57 -2.08 0.10
4 O -0.55 -1.37 -0.11
5 F -1.76 0.31 1.20
6 F -2.10 0.33 -1.17
7 F -1.15 2.01 -0.04
8 P -0.98 0.37 -0.17
9 H 1.66 0.84 -0.76
10 H 1.46 0.49 1.04

---

[2]
C32H26NO2S8Sr as an isolated structure. Source: OMol25; level of theory: ωB97M-V/def2-TZVPD.

Values from the calculation:
Net charge ... -1
Molecular weight ... 800.7 g mol⁻¹
Energy ... -126712.514 eV
HOMO-LUMO gap ... 0.1806 Eh
Energy relative to the best compared isomer or geometry (same formula, charge and spin) ... 16.8 kcal per mole
E_LUMO ... 1.64 eV
HOMO level ... -3.27 eV

Positions of all 70 atoms, in Å:
1 Sr 0.10 -0.19 -0.08
2 S -3.63 2.21 2.60
3 C -3.09 3.42 1.49
4 C -3.48 4.74 1.35
5 C -2.88 5.50 0.36
6 C -1.92 4.94 -0.50
7 C -1.53 3.62 -0.35
8 C -2.11 2.86 0.66
9 N -1.78 1.54 0.94
10 C -2.50 1.06 1.90
11 C -2.41 -0.33 2.43
12 C -3.30 -0.71 3.44
13 C -3.23 -1.99 3.95
14 C -2.28 -2.87 3.44
15 C -1.42 -2.45 2.44
16 C -1.42 -1.16 1.87
17 H -4.23 5.18 1.99
18 H -3.18 6.53 0.22
19 H -1.49 5.54 -1.29
20 H -0.82 3.17 -1.03
21 H -4.04 -0.02 3.82
22 H -3.92 -2.30 4.73
23 H -2.22 -3.88 3.83
24 H -0.71 -3.19 2.08
25 O 1.12 0.89 2.00
26 S 1.48 1.22 3.41
27 C 3.28 1.16 3.51
28 C 4.12 2.14 2.70
29 C 3.98 2.02 1.18
30 C 4.62 0.76 0.62
31 S 3.86 0.21 -0.92
32 O 2.41 0.21 -0.56
33 C 4.14 1.67 -1.90
34 C 5.45 2.08 -2.18
35 C 5.64 3.20 -2.97
36 C 4.55 3.88 -3.49
37 C 3.26 3.43 -3.25
38 C 3.05 2.31 -2.44
39 C 1.18 2.97 3.59
40 C 0.55 3.61 2.54
41 C 0.21 4.96 2.68
42 C 0.53 5.63 3.85
43 C 1.16 4.97 4.90
44 C 1.47 3.63 4.78
45 H 3.48 0.12 3.23
46 H 3.50 1.24 4.58
47 H 5.16 1.97 2.99
48 H 3.89 3.16 3.01
49 H 4.42 2.90 0.71
50 H 2.92 2.01 0.91
51 H 4.47 -0.10 1.27
52 H 5.70 0.86 0.46
53 H 6.30 1.53 -1.78
54 H 6.65 3.53 -3.18
55 H 4.71 4.74 -4.12
56 H 2.41 3.92 -3.69
57 H 2.05 1.91 -2.30
58 H 0.30 3.06 1.65
59 H -0.30 5.46 1.87
60 H 0.26 6.68 3.95
61 H 1.38 5.50 5.81
62 H 1.94 3.11 5.61
63 S -0.44 -2.06 -7.63
64 C -0.28 -1.65 -6.01
65 S 0.11 -2.75 -4.77
66 C 0.11 -1.67 -3.40
67 C -0.18 -0.38 -3.71
68 S -0.32 1.06 -2.67
69 S -0.49 -0.07 -5.40
70 S 0.47 -2.45 -1.85

---

[3]
C58H50F3N4O4Sr as an isolated structure. Source: OMol25; level of theory: ωB97M-V/def2-TZVPD.

Values from the calculation:
Net charge ... -1
Molecular weight ... 1011.7 g mol⁻¹
Energy ... -84100.504 eV
HOMO-LUMO gap ... 0.2687 Eh
Energy relative to the best compared isomer or geometry (same formula, charge and spin) ... 0.0 kcal per mole
E_LUMO ... 2.20 eV
HOMO level ... -5.11 eV

Positions of all 120 atoms, in Å:
1 Sr 0.40 1.11 -0.92
2 C 0.17 4.89 -0.63
3 N 1.22 3.93 -0.30
4 C 1.51 3.85 1.12
5 C 0.38 3.27 1.93
6 C 0.06 3.74 3.20
7 C -0.96 3.12 3.90
8 C -1.62 2.05 3.32
9 C -1.23 1.64 2.06
10 N -0.26 2.24 1.38
11 C 2.43 4.18 -1.07
12 C 2.26 3.89 -2.54
13 C 3.09 4.50 -3.47
14 C 2.96 4.19 -4.81
15 C 1.97 3.28 -5.19
16 C 1.18 2.73 -4.19
17 N 1.32 3.02 -2.90
18 C -1.24 4.40 -0.46
19 C -2.12 5.04 0.40
20 C -3.42 4.57 0.50
21 C -3.80 3.49 -0.27
22 C -2.85 2.91 -1.11
23 N -1.60 3.35 -1.20
24 H 0.28 5.14 -1.69
25 H 0.31 5.83 -0.06
26 H 1.79 4.83 1.54
27 H 2.37 3.18 1.23
28 H 0.60 4.58 3.61
29 H -1.23 3.46 4.89
30 H -2.41 1.52 3.84
31 H -1.71 0.80 1.57
32 H 3.20 3.50 -0.71
33 H 2.79 5.22 -0.95
34 H 3.84 5.21 -3.13
35 H 3.60 4.64 -5.55
36 H 1.82 3.00 -6.22
37 H 0.40 2.02 -4.44
38 H -1.78 5.88 0.99
39 H -4.13 5.04 1.18
40 H -4.79 3.06 -0.24
41 H -3.08 2.03 -1.70
42 C -2.22 -5.22 -1.51
43 C -2.44 -4.29 -0.33
44 C -3.36 -4.92 0.70
45 O -1.22 -3.96 0.27
46 C -0.76 -2.71 -0.28
47 C -2.06 -1.98 -0.64
48 O -3.01 -3.06 -0.78
49 C -2.16 -1.10 -1.94
50 O -1.47 0.07 -1.81
51 C -3.64 -0.69 -2.14
52 C -4.50 -0.46 -1.06
53 C -5.76 0.10 -1.25
54 C -6.19 0.46 -2.52
55 C -5.34 0.25 -3.60
56 C -4.09 -0.32 -3.41
57 C -1.67 -1.94 -3.13
58 C -0.40 -1.70 -3.65
59 C 0.09 -2.46 -4.70
60 C -0.68 -3.48 -5.26
61 C -1.94 -3.72 -4.74
62 C -2.43 -2.96 -3.69
63 C 0.25 -2.04 0.70
64 O 0.52 -0.80 0.21
65 C -0.21 -1.83 2.16
66 C 0.65 -1.04 2.93
67 C 0.37 -0.74 4.25
68 C -0.81 -1.19 4.83
69 C -1.68 -1.96 4.08
70 C -1.38 -2.29 2.76
71 C 1.50 -2.93 0.69
72 C 2.50 -2.66 -0.24
73 C 3.65 -3.44 -0.29
74 C 3.82 -4.49 0.60
75 C 2.84 -4.76 1.54
76 C 1.68 -3.99 1.58
77 H -1.90 -6.20 -1.16
78 H -1.46 -4.81 -2.17
79 H -3.14 -5.34 -2.09
80 H -2.85 -5.72 1.23
81 H -4.25 -5.32 0.22
82 H -3.68 -4.16 1.42
83 H -0.18 -2.91 -1.20
84 H -2.33 -1.34 0.21
85 H -4.20 -0.74 -0.06
86 H -6.40 0.25 -0.39
87 H -7.17 0.90 -2.66
88 H -5.66 0.52 -4.60
89 H -3.44 -0.47 -4.26
90 H 0.20 -0.91 -3.23
91 H 1.09 -2.26 -5.08
92 H -0.29 -4.07 -6.08
93 H -2.56 -4.51 -5.16
94 H -3.41 -3.16 -3.29
95 H 1.55 -0.65 2.46
96 H 1.07 -0.13 4.82
97 H -1.04 -0.95 5.87
98 H -2.60 -2.33 4.52
99 H -2.05 -2.92 2.20
100 H 2.38 -1.81 -0.89
101 H 4.42 -3.21 -1.02
102 H 4.73 -5.09 0.57
103 H 2.96 -5.57 2.25
104 H 0.92 -4.20 2.32
105 F 4.75 0.07 6.45
106 C 5.77 0.07 5.57
107 F 6.64 1.01 6.00
108 F 6.39 -1.12 5.73
109 C 5.32 0.30 4.17
110 C 4.74 -0.75 3.46
111 C 4.28 -0.55 2.17
112 C 4.37 0.71 1.57
113 C 4.97 1.75 2.29
114 C 5.44 1.55 3.58
115 C 3.83 0.94 0.27
116 C 3.18 1.11 -0.77
117 H 4.65 -1.73 3.91
118 H 3.82 -1.37 1.63
119 H 5.06 2.72 1.82
120 H 5.89 2.37 4.12

---

[4]
BeCl2 as an isolated structure. Source: OMol25; level of theory: ωB97M-V/def2-TZVPD.

Values from the calculation:
Multiplicity ... 2
Net charge ... -1
Molecular weight ... 79.9 g mol⁻¹
Energy ... -25446.619 eV
HOMO-LUMO gap (spin up / spin down) ... 0.2850 / 0.2252 Eh
E_LUMO (spin up / spin down) ... 3.08 / 1.14 eV
HOMO level (spin up / spin down) ... -4.67 / -4.99 eV

Positions of all 3 atoms, in Å:
1 Be 1.06 -0.72 -0.67
2 Cl -1.93 -0.50 -0.86
3 Cl 0.87 1.22 1.54